No. 1
{"formula": "C3H7INO", "method": "the ωB97M-V functional and the def2-TZVPD basis", "symbols": ["I", "C", "C", "O", "N", "C", "H", "H", "H", "H", "H", "H", "H"], "xyz": [[-1.4786, -1.8826, -2.6913], [0.1221, -1.4690, 1.1919], [0.4169, -0.0300, 0.8721], [1.0835, 0.6661, 1.6367], [-0.0628, 0.4175, -0.2970], [0.0227, 1.7766, -0.7537], [-0.2745, -2.0352, 0.3439], [-0.4839, -1.5596, 2.0869], [1.0831, -1.9803, 1.3204], [-0.4619, -0.2630, -0.9452], [-0.6222, 1.8279, -1.6351], [1.0300, 2.0343, -1.0887], [-0.3743, 2.4973, -0.0408]], "lumo_ev": 3.7, "total_charge": -1}

***

No. 2
{"formula": "C3H7INO", "method": "the ωB97M-V functional and the def2-TZVPD basis", "symbols": ["I", "C", "N", "C", "C", "O", "H", "H", "H", "H", "H", "H", "H"], "xyz": [[3.0542, -0.0567, 0.0834], [1.0788, 0.5481, -1.1001], [0.3261, -0.7212, -0.7460], [-0.2960, -0.3385, 0.5479], [-0.0460, 1.1433, 0.7208], [0.4677, 1.5619, -0.4962], [1.1592, 0.7295, -2.1260], [0.8472, -1.5818, -0.7887], [-0.3976, -0.9657, -1.4731], [0.0233, -1.0446, 1.3247], [-1.4229, -0.3122, 0.4272], [-0.8734, 1.6091, 1.0992], [0.8121, 1.3214, 1.4267]], "lumo_ev": -4.6, "smiles": "I[C@H]1[NH2+]CCO1", "total_charge": 1}

***

No. 3
{"formula": "C3H7INO", "method": "the ωB97M-V functional and the def2-TZVPD basis", "symbols": ["I", "O", "C", "N", "C", "C", "H", "H", "H", "H", "H", "H", "H"], "xyz": [[4.4638, 0.0846, 0.0623], [2.7671, -0.7760, -0.1724], [1.5613, -0.1994, -0.9242], [0.6841, 0.1874, 0.1856], [-0.7125, 0.7346, 0.1222], [-0.3802, -0.5391, 0.9460], [1.2554, -1.0782, -1.4719], [1.8007, 0.5794, -1.7255], [1.1294, 0.6990, 0.9341], [-1.1085, 0.6014, -0.8518], [-1.0497, 1.5930, 0.6073], [-0.1411, -0.4192, 1.9832], [-0.8744, -1.4356, 0.5880]], "lumo_ev": -4.2, "smiles": "IOC[NH+]1CC1", "total_charge": 1}

***

No. 4
{"formula": "C3H7IOS2", "method": "the ωB97M-V functional and the def2-TZVPD basis", "symbols": ["C", "C", "C", "O", "S", "S", "I", "H", "H", "H", "H", "H", "H", "H"], "xyz": [[-0.6140, -0.5669, -1.3331], [1.4909, 0.0356, 0.0650], [0.0962, 0.3454, -0.3488], [-0.9261, -1.2470, 1.5057], [0.4378, 1.2603, 2.9982], [-0.7798, 0.1444, 1.2926], [-2.8879, 1.0324, 0.7612], [-0.8470, -0.0545, -2.3265], [0.1603, -1.3126, -1.6395], [-1.4766, -1.0057, -0.8817], [1.8331, 0.9730, 0.3240], [1.9794, -0.3575, -0.8209], [1.6098, -0.6941, 0.8737], [-0.0761, 1.4472, -0.4699]], "spin_multiplicity": 3, "s_squared": 2.02, "lumo_ev": [-0.1, -2.4]}

***

No. 5
{"formula": "C3H7IS", "method": "the ωB97M-V functional and the def2-TZVPD basis", "symbols": ["C", "C", "C", "S", "I", "H", "H", "H", "H", "H", "H", "H"], "xyz": [[0.6494, 0.2849, -1.4547], [0.0908, -1.1075, 1.5526], [1.4350, 0.7966, -0.2718], [1.3711, 2.4383, 0.2284], [3.0757, -0.3938, 0.3028], [0.6734, 1.1544, -2.2009], [-0.3751, 0.0858, -1.1012], [1.0640, -0.6896, -1.8723], [-0.7778, -1.5583, 0.9886], [-0.1353, -0.5045, 2.3080], [1.0441, -1.6064, 1.7256], [0.1660, 2.8266, -0.3014]], "spin_multiplicity": 3, "s_squared": 2.01, "lumo_ev": [0.3, -0.5]}

***

No. 6
{"formula": "C3H7IS", "method": "the ωB97M-V functional and the def2-TZVPD basis", "symbols": ["C", "C", "C", "S", "I", "H", "H", "H", "H", "H", "H", "H"], "xyz": [[-0.9184, 0.4934, 0.8519], [-0.7886, -0.9361, 0.3296], [0.5626, -1.1978, -0.2142], [1.4010, -2.5664, -0.0270], [4.7291, 0.1756, 0.0232], [-0.2220, 0.6647, 1.6696], [-1.9270, 0.6710, 1.2162], [-0.7049, 1.2104, 0.0617], [-1.0267, -1.6648, 1.1067], [-1.5047, -1.0789, -0.4891], [1.0123, -0.3849, -0.7800], [4.0403, -1.1960, -0.3222]], "spin_multiplicity": 3, "s_squared": 2.01, "lumo_ev": [0.7, -2.4]}

***

No. 7
{"formula": "C3H7N", "method": "the ωB97M-V functional and the def2-TZVPD basis", "symbols": ["C", "C", "C", "N", "H", "H", "H", "H", "H", "H", "H"], "xyz": [[-0.0800, -1.0652, -1.3354], [0.4779, -0.0648, -0.7446], [0.3033, 0.0992, 0.7382], [-0.3705, 1.3306, 0.9864], [-0.6889, -1.8075, -0.7941], [0.0765, -1.3388, -2.4472], [0.9874, 0.7984, -1.2217], [1.3315, 0.2932, 1.1544], [-0.1675, -0.7918, 1.2114], [-1.2719, 1.2641, 0.4374], [-0.5978, 1.2825, 2.0152]], "lumo_ev": 1.2, "smiles": "C=CCN"}

***

No. 8
{"formula": "C3H7N", "method": "the ωB97M-V functional and the def2-TZVPD basis", "symbols": ["C", "N", "C", "C", "H", "H", "H", "H", "H", "H", "H"], "xyz": [[1.1604, -1.5074, 0.0074], [0.5020, -0.8052, -0.8123], [0.0128, 0.1923, 0.2350], [-1.0348, 1.0995, -0.4029], [2.2279, -1.3152, 0.2491], [0.6760, -2.2517, 0.6742], [-0.4277, -0.2216, 1.1571], [0.8175, 0.8524, 0.5791], [-1.9765, 0.5728, -0.5422], [-1.2442, 1.9485, 0.2434], [-0.7134, 1.4356, -1.3879]], "lumo_ev": 0.0, "smiles": "C=NCC"}

***

No. 9
{"formula": "C3H7N", "method": "the ωB97M-V functional and the def2-TZVPD basis", "symbols": ["C", "N", "C", "C", "H", "H", "H", "H", "H", "H", "H"], "xyz": [[-0.5584, -0.2428, 1.2677], [0.3531, -0.5354, 0.1721], [0.9282, 0.5655, -0.5660], [-0.0799, -0.3254, -1.1919], [-0.1740, 0.5810, 1.8788], [-0.6287, -1.1200, 1.9172], [-1.5746, 0.0118, 0.9337], [0.6049, 1.5798, -0.3290], [1.9857, 0.4713, -0.8073], [-1.0684, 0.1009, -1.3647], [0.2120, -1.0868, -1.9106]], "lumo_ev": 1.3, "smiles": "CN1CC1"}

***

No. 10
{"formula": "C3H7N", "method": "the ωB97M-V functional and the def2-TZVPD basis", "symbols": ["C", "C", "H", "H", "H", "H", "C", "N", "H", "H", "H"], "xyz": [[1.2355, 0.3968, -0.6117], [1.5358, -0.7379, 0.0237], [1.4255, 1.3572, -0.1543], [1.0542, 0.4058, -1.6740], [1.5516, -1.6828, -0.4960], [1.7328, -0.7605, 1.0849], [-1.6988, -0.1034, 0.6210], [-1.3513, 0.5275, -0.4079], [-1.1839, -1.0211, 0.8690], [-2.4569, 0.2206, 1.3421], [-1.8446, 1.3978, -0.5968]], "lumo_ev": 1.2, "smiles": "C=C.C=N"}

***

No. 11
{"formula": "C3H7N", "method": "the ωB97M-V functional and the def2-TZVPD basis", "symbols": ["C", "C", "C", "N", "H", "H", "H", "H", "H", "H", "H"], "xyz": [[-0.1040, 1.2691, 0.7307], [0.0933, -0.0740, 0.0528], [-0.1436, -0.3313, -1.4293], [0.3725, -1.1293, 0.8331], [-0.1742, 1.0276, 1.7893], [-0.9732, 1.8189, 0.3710], [0.7885, 1.8946, 0.5988], [-0.3347, -1.3987, -1.4646], [-0.7576, -0.9943, 0.7545], [-0.9858, 0.2416, -1.8318], [0.7499, -0.0635, -1.9968]], "lumo_ev": 0.7}

***

No. 12
{"formula": "C3H7N", "method": "the ωB97M-V functional and the def2-TZVPD basis", "symbols": ["C", "C", "H", "H", "H", "H", "C", "N", "H", "H", "H"], "xyz": [[4.6109, -2.2089, 0.6120], [5.6669, -1.7167, -0.0527], [3.6902, -2.4733, 0.0953], [4.5902, -2.2696, 1.6900], [5.4799, -1.4365, -1.0900], [6.3693, -1.1324, 0.5362], [-4.7378, 1.8402, -0.7267], [-5.5171, 2.1320, 0.2370], [-4.1024, 2.6402, -1.1183], [-4.6580, 0.8298, -1.1452], [-6.3626, 1.5598, 0.1153]], "lumo_ev": 1.2, "smiles": "C=C.C=N"}

***

No. 13
{"formula": "C3H7N", "method": "the ωB97M-V functional and the def2-TZVPD basis", "symbols": ["C", "C", "C", "N", "H", "H", "H", "H", "H", "H", "H"], "xyz": [[-1.1770, 0.8668, 0.1764], [0.1972, 0.5249, 0.6621], [1.0286, -0.3755, 0.1270], [0.8209, -1.1663, -0.9841], [-1.9363, 0.5235, 0.8867], [-1.4055, 0.4278, -0.7982], [-1.2846, 1.9510, 0.0763], [0.5579, 1.0951, 1.5132], [2.0149, -0.5129, 0.5648], [1.3329, -2.0405, -0.9786], [-0.1490, -1.2939, -1.2458]], "lumo_ev": 1.1, "smiles": "C/C=C\\N"}

***

No. 14
{"formula": "C3H7N2", "method": "the ωB97M-V functional and the def2-TZVPD basis", "symbols": ["C", "N", "C", "C", "N", "H", "H", "H", "H", "H", "H", "H"], "xyz": [[-2.6196, 0.3657, -0.0118], [-1.6251, -0.2117, -0.0007], [-0.3550, -0.6695, 0.0076], [0.7160, 0.5395, 0.0225], [2.0410, 0.1031, -0.0185], [-3.5685, 0.8362, -0.0177], [-0.2018, -1.2873, 0.8978], [-0.1875, -1.2761, -0.8878], [0.5395, 1.1107, 0.9362], [0.5031, 1.1655, -0.8466], [2.3954, -0.3679, 0.7994], [2.3625, -0.3080, -0.8804]], "lumo_ev": -4.6, "smiles": "C#[N+]CCN", "total_charge": 1}

***

No. 15
{"formula": "C3H7N2", "method": "the ωB97M-V functional and the def2-TZVPD basis", "symbols": ["C", "C", "C", "N", "N", "H", "H", "H", "H", "H", "H", "H"], "xyz": [[1.3469, 0.2945, 0.2926], [-0.4532, -1.1004, 0.0578], [0.1193, 1.0428, -0.2942], [0.8968, -0.8688, -0.4084], [-1.0932, 0.1709, -0.1210], [2.2126, 0.7967, -0.2645], [1.5530, 0.3370, 1.3893], [-0.8405, -1.8568, -0.4845], [-0.4928, -1.3814, 1.0676], [0.0899, 1.8411, -0.9608], [-1.6784, 0.1718, -0.9611], [-1.6604, 0.5527, 0.6873]], "lumo_ev": [-5.5, -5.7], "total_charge": 1}

***

No. 16
{"formula": "C3H7N2", "method": "the ωB97M-V functional and the def2-TZVPD basis", "symbols": ["H", "N", "C", "N", "C", "C", "H", "H", "H", "H", "H", "H"], "xyz": [[0.9344, 0.4944, -2.8523], [0.5565, 0.0289, -1.9466], [0.6057, 0.5961, -0.8635], [-0.0391, -0.1833, 0.1844], [-0.5984, -1.2542, -0.1422], [-0.1563, 0.4537, 1.4295], [0.8561, 1.6282, -0.4718], [-0.5377, -1.5769, -1.1767], [-1.0920, -1.8971, 0.6537], [-0.2908, 1.5529, 1.3967], [-1.0383, -0.0052, 1.8187], [0.7998, 0.1625, 1.9701]], "lumo_ev": -5.5, "smiles": "[H]/N=C/[N+](=C)C", "total_charge": 1}

***

No. 17
{"formula": "C3H7N2", "method": "the ωB97M-V functional and the def2-TZVPD basis", "symbols": ["N", "C", "C", "N", "C", "H", "H", "H", "H", "H", "H", "H"], "xyz": [[1.4021, -0.0650, -1.5868], [0.5471, -0.1316, -0.7234], [0.4628, -0.9226, 0.5450], [-0.7162, -0.0289, 1.0311], [-0.6312, 0.7464, -0.2716], [1.2137, 0.6566, -2.2779], [0.3346, -1.9851, 0.3345], [1.4936, -0.6981, 1.0780], [-1.5954, -0.5375, 1.1121], [-0.5435, 0.4754, 1.9098], [-0.2924, 1.8456, -0.2554], [-1.6752, 0.6448, -0.8953]], "lumo_ev": -3.9, "smiles": "N=C1C[NH2+]C1", "total_charge": 1}

***

No. 18
{"formula": "C3H7N2", "method": "the ωB97M-V functional and the def2-TZVPD basis", "symbols": ["C", "C", "C", "N", "N", "H", "H", "H", "H", "H", "H", "H"], "xyz": [[0.8209, 1.0466, 0.3775], [1.2570, -0.8155, -0.3642], [-0.1732, -0.0557, 0.5805], [1.9068, 0.4299, 0.0389], [-1.4413, 0.0292, -0.1551], [0.5355, 2.1527, 0.3734], [1.5997, -1.8210, -0.0888], [0.8091, -0.7271, -1.3200], [-0.1728, -0.4836, 1.5376], [-1.2807, -0.3160, -1.1869], [-1.6217, 1.0347, -0.0450], [-2.2396, -0.4741, 0.2521]], "lumo_ev": -4.5, "total_charge": 1}

***

No. 19
{"formula": "C3H7N2", "method": "the ωB97M-V functional and the def2-TZVPD basis", "symbols": ["C", "C", "C", "N", "N", "H", "H", "H", "H", "H", "H", "H"], "xyz": [[0.1394, 3.3727, 0.5363], [-0.0417, 2.1872, 0.4273], [-0.1360, 0.7517, 0.4476], [0.5149, 0.1848, -0.4795], [-0.2513, -2.4098, -0.1151], [0.2433, 4.4058, 0.4306], [-0.7415, 0.1260, 1.0075], [0.2327, -0.8771, -0.5313], [1.0429, 0.6064, -1.2332], [-0.1462, -2.6906, -1.0897], [-1.1881, -2.6195, 0.1603], [0.3317, -3.0376, 0.4394]], "spin_multiplicity": 3, "s_squared": 2.01, "lumo_ev": [-3.1, -8.8], "total_charge": 1}

***

No. 20
{"formula": "C3H7N2O", "method": "the ωB97M-V functional and the def2-TZVPD basis", "symbols": ["C", "C", "C", "N", "N", "O", "H", "H", "H", "H", "H", "H", "H"], "xyz": [[-0.6915, -1.6147, -0.6835], [-0.2514, -0.4862, -1.1980], [0.6636, 0.5737, -0.6421], [0.5846, 0.5101, 0.8787], [-0.3304, 1.0896, 1.5481], [-0.3825, 1.1025, 2.7378], [-0.4653, -2.0530, 0.2982], [-1.2579, -2.2939, -1.3599], [-0.2620, -0.4599, -2.3518], [1.7623, 0.4076, -0.6121], [0.4319, 1.5978, -0.9137], [1.3349, 0.0494, 1.3226], [-1.1362, 1.5770, 0.9756]], "lumo_ev": -6.0, "smiles": "C=CCN[NH+]=O", "total_charge": 1}